Molecular formula: C64H112N16
Method: DFT, ωB97M-V/def2-TZVPD

The geometry in XYZ format:
```
192
Properties=species:S:1:pos:R:3:forces:R:3
C 0.9133 -10.6465 0.9373 0.250 -0.015 -0.876
C 0.2112 -11.4899 -0.1448 -0.475 -0.483 0.709
C -1.3174 -11.6069 0.0653 -0.014 0.563 0.458
C -1.7178 -12.0702 1.4201 -0.162 -0.648 1.176
N -2.0027 -12.4345 2.4899 0.496 0.688 -1.948
H 1.9748 -10.6568 0.6898 0.073 0.327 -0.040
H 0.8777 -10.9155 1.9930 -0.609 -0.389 -0.194
H 0.5155 -9.6421 0.7926 0.261 0.225 0.399
H 0.6291 -12.4901 -0.2592 0.143 0.020 0.138
H 0.3563 -10.9638 -1.0884 0.010 -0.128 -0.083
H -1.8322 -12.1860 -0.7014 0.210 -0.284 0.107
H -1.7167 -10.5992 -0.0497 -0.189 0.126 0.153
C 5.3378 -4.9425 5.2211 -0.967 -0.811 0.525
C 4.3847 -6.1715 5.3441 0.255 1.201 -0.624
C 4.1430 -6.6412 6.7599 -0.051 -0.444 0.148
C 3.7351 -5.6098 7.7139 0.421 -0.757 -0.558
N 3.3864 -4.8725 8.5106 -0.269 0.772 0.569
H 4.7984 -4.0834 5.6201 0.093 0.147 -0.044
H 5.5364 -4.7641 4.1643 0.400 0.041 0.203
H 6.2174 -5.0743 5.8512 0.288 0.022 -0.419
H 4.7481 -7.0177 4.7610 0.021 0.017 0.003
H 3.4507 -5.8298 4.8978 -0.203 -0.325 -0.039
H 5.0361 -7.1569 7.1128 0.091 0.204 0.307
H 3.3560 -7.3951 6.7794 -0.086 -0.057 -0.067
C 10.5717 -0.4116 1.4350 0.185 -0.227 0.315
C 11.7007 0.4508 1.9585 -0.078 -0.257 -0.396
C 11.4566 0.9683 3.3932 0.840 -0.583 -0.171
C 11.5275 -0.1317 4.4324 -0.132 1.399 -1.261
N 11.5894 -0.9799 5.1998 0.007 -0.191 0.156
H 9.6267 0.1058 1.6001 -0.149 -0.181 -0.183
H 10.5821 -1.3499 1.9896 -0.333 -0.098 -0.043
H 10.7071 -0.6412 0.3781 -0.126 0.044 0.023
H 11.8584 1.2583 1.2436 -0.179 0.541 0.397
H 12.6403 -0.0970 1.8857 0.064 -0.147 0.399
H 10.5207 1.5218 3.4695 -0.088 -0.251 0.083
H 12.2614 1.6890 3.5380 -0.020 -0.049 0.680
C -7.7463 4.0087 -6.2183 0.635 0.346 0.570
C -6.5947 3.8362 -5.1790 -1.107 -0.612 -0.401
C -7.0711 3.2489 -3.8329 -0.148 0.526 0.114
C -7.9134 4.1575 -3.0440 -2.355 2.953 2.384
N -8.5767 4.8886 -2.3826 2.461 -2.754 -2.525
H -7.3166 4.4967 -7.0931 -0.230 0.058 -0.069
H -8.5289 4.6408 -5.7988 0.037 0.176 -0.069
H -8.2412 3.0966 -6.5519 0.311 -0.251 0.207
H -6.1053 4.7978 -5.0249 -0.008 -0.062 0.074
H -5.8617 3.1337 -5.5756 0.125 0.089 -0.031
H -6.2126 3.0173 -3.2024 0.002 -0.218 -0.016
H -7.6890 2.3597 -3.9578 0.284 -0.245 -0.221
C 0.1860 -2.3689 -0.2117 0.265 0.088 -0.210
C 1.4536 -1.6041 -0.6138 -0.406 -0.657 -1.181
C 1.4901 -0.2156 -0.1002 0.962 1.349 1.754
C 0.4241 0.6801 -0.4788 -3.421 2.700 -1.418
N -0.4224 1.4460 -0.7867 2.748 -2.555 0.996
H 0.0767 -3.2907 -0.7831 0.176 -0.094 0.156
H -0.7147 -1.7925 -0.4231 0.047 0.183 0.050
H 0.2037 -2.5934 0.8548 -0.066 -0.093 -0.004
H 1.5171 -1.4747 -1.6943 -0.188 -0.468 -0.263
H 2.3688 -2.1320 -0.3460 -0.087 -0.002 0.268
H 2.4087 0.3274 -0.3224 0.236 -0.207 -0.481
H 1.5246 -0.1820 0.9887 -0.264 -0.231 0.325
C -0.0666 3.2065 -8.9941 -0.648 0.713 -0.149
C 0.7066 3.1109 -7.6775 -0.149 -1.538 0.014
C 2.2288 3.2270 -7.7760 0.157 -0.245 -0.146
C 2.8613 2.1911 -8.6344 -1.073 1.616 0.971
N 3.3210 1.3885 -9.2954 0.593 -1.007 -0.796
H -1.1350 3.0668 -8.8295 -0.124 0.414 0.400
H 0.0644 2.4995 -9.8133 1.043 -0.419 0.432
H 0.0807 4.1849 -9.4515 -0.125 0.163 0.021
H 0.4718 2.1507 -7.2183 0.154 -0.388 -0.150
H 0.3458 3.7644 -6.8832 -0.022 0.661 -0.494
H 2.6800 3.1047 -6.7914 -0.045 0.111 0.086
H 2.4857 4.2261 -8.1280 0.242 -0.085 -0.187
C 0.5176 8.2029 3.9161 0.844 -0.606 0.048
C -0.5409 9.1254 4.4492 -0.481 0.893 -0.890
C -0.0118 10.5688 4.7263 0.769 -0.530 -0.335
C 0.7711 11.2049 3.6046 0.592 0.201 -1.216
N 1.4270 11.6386 2.7373 -1.545 -0.925 1.992
H 1.3063 8.0183 4.6454 0.182 0.215 0.082
H 0.9803 8.6051 3.0148 0.043 0.143 0.040
H 0.1828 7.2015 3.6456 -0.488 0.106 0.056
H -1.0322 8.7535 5.3483 0.185 0.052 0.093
H -1.3152 9.1950 3.6851 -0.230 0.074 0.042
H 0.7168 10.4451 5.5275 0.014 0.336 0.225
H -0.8085 11.2285 5.0699 0.110 0.034 -0.145
C -8.0109 -8.7307 1.4434 0.237 -0.058 0.184
C -7.4983 -7.3234 1.8435 -0.158 -0.300 -0.104
C -7.5060 -6.2746 0.7147 0.113 0.875 0.624
C -7.1958 -4.9207 1.2400 0.174 -1.283 -0.332
N -6.9257 -3.8876 1.6418 0.110 0.834 0.320
H -7.5393 -9.5053 2.0481 -0.057 0.157 0.369
H -7.7621 -9.0666 0.4367 0.044 0.529 -0.268
H -9.0872 -8.8523 1.5653 -0.011 0.208 -0.039
H -6.4912 -7.3935 2.2544 0.173 -0.045 -0.292
H -8.0627 -6.9242 2.6863 -0.309 -0.127 -0.074
H -8.4802 -6.1045 0.2564 -0.089 -0.670 -0.225
H -6.7482 -6.4940 -0.0374 -0.222 -0.121 -0.169
C 3.6095 -5.1783 -6.7109 0.735 -0.150 -0.289
C 3.9590 -6.2936 -5.6734 0.589 0.952 -0.235
C 5.3595 -6.0800 -4.9760 0.010 0.105 -0.832
C 6.4730 -5.8940 -5.9473 2.337 0.376 -2.600
N 7.3397 -5.7936 -6.7498 -3.045 -0.330 2.885
H 4.3074 -5.1670 -7.5481 0.311 -0.354 0.034
H 3.6970 -4.1562 -6.3424 -0.169 -0.099 0.550
H 2.6451 -5.2592 -7.2125 -0.215 -0.340 0.503
H 3.9839 -7.2734 -6.1505 -0.172 0.062 -0.057
H 3.1978 -6.2959 -4.8933 0.071 -0.167 0.057
H 5.6855 -6.9335 -4.3815 -0.413 -0.166 0.096
H 5.3414 -5.2254 -4.2997 -0.028 0.117 -0.119
C -7.3277 -5.0915 -8.3759 0.281 0.134 0.903
C -7.6150 -4.3959 -7.0165 -0.675 0.665 -0.689
C -6.3762 -3.9602 -6.2556 0.618 -1.657 0.004
C -5.4721 -5.1049 -5.9453 -1.773 2.396 -0.350
N -4.7340 -5.9246 -5.7017 1.501 -1.898 0.481
H -6.7004 -4.4865 -9.0306 -0.121 0.299 0.052
H -8.2079 -5.4013 -8.9393 -0.064 0.117 0.256
H -6.7208 -5.9711 -8.1610 -0.130 -0.245 -0.073
H -8.3248 -4.9282 -6.3833 0.364 -0.595 -0.001
H -8.1202 -3.4332 -7.0937 -0.320 0.064 -0.803
H -6.7009 -3.5100 -5.3175 0.413 0.295 -0.105
H -5.7838 -3.3148 -6.9041 -0.091 0.421 0.335
C 5.0943 6.7709 -1.4507 0.744 0.450 0.275
C 6.5820 6.4305 -1.1789 -0.636 -0.558 0.686
C 6.9385 6.4464 0.3528 0.515 0.805 -0.902
C 6.2834 5.4739 1.1945 -0.239 -0.237 -0.389
N 5.7777 4.6609 1.8216 -0.215 -0.271 0.323
H 4.9535 7.1283 -2.4707 0.021 -0.179 -0.040
H 4.8382 7.6042 -0.7963 -0.292 0.043 0.004
H 4.4011 5.9515 -1.2602 0.197 -0.040 0.066
H 7.2452 7.1292 -1.6888 -0.073 0.117 0.149
H 6.8022 5.4437 -1.5861 0.120 -0.054 0.042
H 6.7511 7.4381 0.7646 -0.262 0.101 -0.035
H 8.0111 6.3204 0.5004 0.116 -0.183 -0.180
C -0.5020 2.5589 8.3099 0.836 -0.624 0.115
C -0.0901 1.1405 7.8663 -0.952 0.122 0.234
C -1.3056 0.1845 7.6866 -0.522 0.461 0.368
C -2.3538 0.3277 8.7226 -0.263 0.099 1.149
N -3.1668 0.4338 9.5411 0.844 -0.088 -0.953
H -1.1189 3.0742 7.5737 -0.046 -0.046 0.096
H 0.4444 3.0850 8.4351 -0.147 0.417 -0.061
H -0.9761 2.5373 9.2912 -0.230 0.051 -0.153
H 0.5863 0.7192 8.6099 -0.007 -0.024 -0.012
H 0.4595 1.2302 6.9292 -0.071 -0.298 -0.056
H -1.0369 -0.8718 7.6863 0.157 0.068 -0.277
H -1.8799 0.4272 6.7925 0.401 -0.149 -0.449
C -3.2915 10.2383 -3.0536 0.451 0.458 0.484
C -4.1257 11.3232 -2.3487 -0.196 0.441 -0.380
C -5.6295 11.0213 -2.2655 -0.001 -0.455 0.842
C -6.3931 11.0650 -3.5132 -0.623 -0.367 -1.639
N -6.9832 11.0486 -4.5169 0.998 0.150 1.706
H -3.4583 10.2068 -4.1303 -0.201 -0.108 0.095
H -3.3734 9.2445 -2.6133 -0.601 -0.040 -0.053
H -2.2337 10.4497 -2.8971 0.097 0.313 -0.192
H -4.0028 12.2914 -2.8342 0.111 -0.054 -0.389
H -3.7695 11.5465 -1.3430 0.013 -0.509 0.161
H -6.1586 11.6170 -1.5216 0.182 0.580 -0.177
H -5.7116 10.0426 -1.7929 -0.234 -0.418 -0.453
C 9.4978 3.3654 -7.3749 0.687 -1.287 0.714
C 10.5691 2.3263 -6.8219 -0.633 2.012 0.682
C 10.0877 0.9243 -6.5555 -0.740 -1.148 -1.226
C 8.7942 0.7099 -5.8751 -3.108 0.152 1.537
N 7.7275 0.5536 -5.3892 3.576 0.482 -1.520
H 8.6431 3.5540 -6.7253 0.127 -0.259 0.246
H 9.1050 2.9245 -8.2911 0.007 0.410 -0.232
H 9.9929 4.3237 -7.5317 -0.032 -0.142 -0.318
H 11.0183 2.6684 -5.8896 -0.012 0.494 -0.025
H 11.3595 2.3594 -7.5718 0.096 -0.562 0.110
H 10.8245 0.2586 -6.1059 0.141 0.286 0.170
H 9.9208 0.5089 -7.5494 -0.127 -0.440 -0.123
C -3.9861 -6.6350 10.4514 -0.399 -0.895 -0.513
C -4.9987 -7.4510 9.6261 0.280 -0.434 -0.448
C -4.2603 -8.3709 8.5566 -0.442 1.058 0.795
C -3.3879 -7.5318 7.7404 -1.173 -1.183 0.788
N -2.6982 -6.8368 7.1703 1.197 1.180 -1.082
H -4.5134 -6.1183 11.2533 0.321 0.004 0.047
H -3.4145 -5.9407 9.8354 -0.226 0.121 0.029
H -3.2757 -7.3742 10.8215 0.144 0.268 0.538
H -5.7595 -6.7989 9.1971 0.240 0.027 -0.531
H -5.5866 -8.1111 10.2640 0.232 -0.153 0.204
H -4.9352 -8.9466 7.9232 -0.057 0.124 0.075
H -3.6071 -9.0660 9.0841 -0.103 -0.115 0.085
C -5.9019 5.2706 3.6824 0.369 -0.319 -0.522
C -6.6584 5.6023 4.9410 -0.295 0.736 0.193
C -7.8182 6.6088 4.7358 0.128 -0.518 0.123
C -7.4303 7.9398 4.2957 0.850 1.454 -0.565
N -7.0974 8.9963 3.9499 -0.441 -1.343 0.438
H -4.8682 5.0007 3.8991 0.000 -0.027 0.070
H -5.8607 6.1069 2.9846 -0.062 0.042 -0.022
H -6.3383 4.4081 3.1787 -0.089 0.121 -0.179
H -5.9704 6.0293 5.6708 -0.106 -0.118 0.203
H -7.1194 4.7013 5.3457 0.170 0.042 0.231
H -8.3346 6.7352 5.6873 -0.261 -0.096 -0.096
H -8.4951 6.2031 3.9839 -0.249 0.024 0.114
```
Positions in Å, forces in eV/Å.

Properties
Charge: 0
ΔE to the lowest compared entry with this formula, charge and spin: 5.9642 eV
E_HOMO: -11.2350 eV
HOMO-LUMO gap: 0.41949 Ha
Energy: -92019.530 eV
LUMO energy: 0.18 eV